Entry 1:
20
Properties=species:S:1:pos:R:3:forces:R:3 method="wB97M-V/def2-TZVPD" total_charge=-1 e_tot_ha=-385.94686 de_lowest_kcal_mol=1.64
C -0.6591 0.0466 1.4850 1.17 -0.53 -0.46
O 0.6544 -0.4385 1.6947 0.21 -0.17 0.30
C -0.6711 0.8302 0.1819 0.20 0.80 0.29
C 0.2652 2.0586 0.1637 -0.14 -1.59 -1.79
C -0.0650 2.8539 -1.1089 0.03 0.85 0.73
H -1.3438 -0.8016 1.3810 -0.21 0.08 0.25
H -0.8737 0.6458 2.3762 -0.46 0.18 -0.17
H -1.6659 1.2353 -0.0569 -0.12 -0.37 0.03
H -0.3438 0.1633 -0.6145 -0.27 -0.17 -0.09
H 1.3058 1.7453 0.1460 0.06 -0.18 0.11
H 0.1081 2.6024 1.0502 -0.16 1.10 1.10
H -0.3652 2.2505 -1.9577 0.09 -0.42 0.00
H 0.7655 3.4865 -1.4332 -0.06 0.09 0.03
H -0.9166 3.4994 -0.8659 0.03 0.12 -0.29
H -0.3263 -2.8549 -2.5685 -0.08 -0.26 0.12
H 0.2868 -2.2065 -1.2563 -0.19 -0.44 -0.17
O 0.0308 -2.0334 -2.2391 0.24 0.56 -0.06
H 0.7677 -1.3095 1.1713 -0.45 0.12 -0.06
H 0.7377 -3.4251 0.5404 0.03 0.06 -0.10
O 0.5154 -2.5468 0.2224 0.09 0.15 0.21

***

Entry 2:
21
Properties=species:S:1:pos:R:3:forces:R:3 method="wB97M-V/def2-TZVPD" e_tot_ha=-460.98788 spin_multiplicity=2 de_lowest_kcal_mol=43.34
C 0.9715 -1.0276 -0.5831 1.48 -0.48 -1.39
O 1.2445 -1.4618 0.8219 -2.81 0.21 -2.09
C 1.5029 0.4189 -0.8349 2.49 -0.42 -1.31
C 0.9921 1.6326 -0.0224 -0.25 0.22 0.78
C 0.0200 1.2855 1.2335 0.36 1.88 -0.32
O -1.3329 0.9298 0.8046 1.18 -1.75 0.60
H -0.1410 -1.0931 -0.9128 1.95 -0.06 0.90
H 1.6110 -1.7492 -1.3194 -1.64 1.61 1.71
H 0.2875 -1.6893 1.0090 1.76 -0.05 0.68
H 2.7095 0.3793 -0.8118 -2.70 -0.01 0.26
H 1.3173 0.6587 -1.9268 0.06 -0.54 1.08
H 0.5306 2.3392 -0.7965 0.07 -0.81 1.59
H 1.8812 2.2084 0.4011 -1.15 -0.80 -0.37
H 0.4619 0.4745 1.9171 -0.54 1.32 -1.15
H -0.0965 2.2954 1.8188 0.16 -2.01 -0.85
H -2.2926 0.1048 -1.2455 0.05 0.71 -0.22
H -2.3362 -1.3364 -1.1722 -0.09 -0.61 -0.17
O -2.3497 -0.6478 -1.8410 -0.01 0.00 0.37
H -2.0846 -1.9453 1.6389 -1.60 -0.69 1.99
H -1.3837 -0.0988 0.8627 -0.02 1.75 -0.30
O -1.5128 -1.6779 0.9586 1.25 0.55 -1.79

***

Entry 3:
22
Properties=species:S:1:pos:R:3:forces:R:3 method="wB97M-V/def2-TZVPD" total_charge=-1 e_tot_ha=-536.34709 de_lowest_kcal_mol=107.57
C 0.7293 1.1997 -1.8592 -0.79 0.55 -0.75
O -0.0789 2.3124 -1.7954 -2.26 3.67 -0.20
C 1.1512 0.9365 -0.3987 1.29 -1.24 -2.39
C 0.9696 -0.5870 -0.1581 -2.11 1.23 2.97
C 2.0749 -1.5572 -0.1414 0.96 0.07 1.55
O 3.2464 -1.3450 0.1787 -1.60 -0.36 -0.95
H 0.0588 0.5288 -2.4188 0.91 -1.30 0.61
H 1.5524 1.4755 -2.6010 -0.70 -0.41 1.21
H 2.1793 1.2831 -0.4816 0.54 -0.61 0.87
H 0.6898 1.7147 0.2335 -0.34 -1.10 -0.02
H 0.1235 -1.0333 -0.6850 0.20 0.31 -0.77
H 0.2905 -0.5918 0.8526 1.82 -0.82 -1.36
H 1.6836 -2.6036 -0.3172 0.61 0.47 -0.04
H -1.4524 -0.6887 2.7968 0.30 1.91 1.20
H -1.8581 -1.7052 1.7176 -1.77 -5.86 1.22
O -1.6516 -0.9159 1.4014 1.49 5.49 -2.40
H -2.1269 -0.5261 0.1230 -0.60 -1.05 -1.93
H -1.7058 -0.0130 -1.4981 -2.42 -1.76 1.42
O -2.4590 -0.5628 -1.0234 3.04 2.26 0.83
H -0.9096 2.2369 -1.2527 1.50 -0.59 -0.76
H -1.1947 0.6854 3.5661 -0.02 0.11 -0.19
O -1.3124 -0.2434 3.7608 -0.04 -0.97 -0.14

***

Entry 4:
25
Properties=species:S:1:pos:R:3:forces:R:3 method="wB97M-V/def2-TZVPD" total_charge=-1 e_tot_ha=-608.95496 de_lowest_kcal_mol=25.11
Zr -0.0179 0.0739 0.0648 -0.17 1.44 0.78
B -0.1319 1.9447 1.4032 -0.04 1.05 0.81
H -1.0416 1.3700 1.4832 -3.69 -2.19 0.20
H 0.6391 1.3060 1.8056 3.17 -2.26 1.45
H 0.0267 2.1533 0.3565 0.80 0.88 -4.19
H -0.2480 2.8832 1.9228 -0.27 3.18 1.88
O -2.0526 0.4485 -0.8113 2.52 0.38 -0.39
C -1.9564 0.8765 -2.1839 0.56 -1.86 0.51
C -0.5344 1.3688 -2.6716 0.70 0.53 0.95
O 0.6001 0.9418 -1.8869 -2.09 -0.75 1.05
H -2.7740 1.5446 -2.4548 0.15 0.66 0.18
H -2.2042 -0.0316 -2.7335 0.05 -0.32 -0.69
H -0.5588 2.4567 -2.7360 0.01 0.56 0.68
H -0.2997 1.1709 -3.7175 -0.48 -0.88 -0.37
O -0.5608 -1.1974 1.7716 2.28 0.51 -1.35
C 0.6397 -1.8165 2.3034 -0.73 0.09 -0.95
C 2.0667 -1.2566 1.7934 -0.81 0.57 0.88
O 2.0623 -0.4498 0.6426 -2.34 -0.89 -0.75
H 0.5997 -2.8802 2.0687 0.09 -0.41 -0.62
H 0.5314 -1.8837 3.3859 0.45 0.73 0.42
H 2.7298 -2.1202 1.7429 0.11 -0.45 -0.59
H 2.5476 -0.6715 2.5773 -0.24 0.33 0.55
O -0.0313 -1.7806 -1.1216 -0.03 -1.36 -0.64
H -0.7711 -2.2116 -1.5496 -0.59 0.23 0.09
H 0.7396 -2.2394 -1.4553 0.59 0.24 0.11

***

Entry 5:
26
Properties=species:S:1:pos:R:3:forces:R:3 method="wB97M-V/def2-TZVPD" total_charge=+1 e_tot_ha=-625.61516 de_lowest_kcal_mol=0.00
Cs -0.4038 1.9614 -2.4880 0.06 0.23 -0.25
C 0.5299 -2.1443 -1.7699 0.11 -0.01 0.52
O 1.1715 -2.0122 -0.7302 -0.04 -0.01 -0.22
N -0.4930 -1.2839 -2.0803 0.41 0.02 -0.55
N 0.8047 -3.1413 -2.6489 -0.10 0.68 0.36
H -0.9144 -0.7713 -1.3144 -0.31 -0.32 0.04
H -0.9880 -1.4258 -2.9440 -0.36 -0.08 0.24
H 0.2474 -3.2993 -3.4668 0.21 -0.27 -0.06
H 1.6302 -3.6628 -2.4158 -0.07 -0.31 -0.34
C 1.8917 1.3187 0.6803 -0.13 -1.47 0.21
O 0.8305 1.4990 0.0436 0.21 0.86 0.11
N 2.5050 0.1135 0.6041 0.04 0.53 -0.02
N 2.4555 2.2246 1.5084 0.19 0.20 -0.10
H 3.2336 -0.1321 1.2520 -0.03 0.00 -0.03
H 2.0229 -0.6391 0.1112 0.00 0.04 -0.02
H 3.4078 2.0963 1.8033 -0.08 -0.02 0.12
H 2.0158 3.0934 1.7496 -0.17 -0.01 -0.29
C -2.3536 0.3102 2.1923 -0.23 -1.08 -0.11
C -2.4995 1.0944 0.9110 0.50 0.12 -0.03
O -1.6755 0.5262 -0.1336 0.04 0.56 -0.13
H -1.3793 0.4226 2.6669 -0.04 0.38 0.01
H -2.4155 -0.7614 1.9631 -0.13 0.15 -0.07
H -3.1588 0.5051 2.8991 0.12 0.28 0.08
H -2.1847 2.1295 1.0873 -0.11 0.01 -0.16
H -3.5110 1.1111 0.5144 -0.12 -0.13 0.17
H -0.7694 0.8673 0.0053 0.01 -0.36 0.51

***

Entry 6:
26
Properties=species:S:1:pos:R:3:forces:R:3 method="wB97M-V/def2-TZVPD" total_charge=-1 e_tot_ha=-903.45349 de_lowest_kcal_mol=0.00
I 3.1617 -16.0680 22.1540 -0.06 0.05 -0.13
C 1.8960 -15.2574 18.0545 -0.56 0.74 -0.68
C 1.0136 -14.2859 18.8171 0.36 -0.88 2.00
O 0.4785 -14.9758 19.9776 -0.49 0.10 -0.39
H 1.2066 -16.0122 17.6734 0.35 -0.33 0.01
H 2.6813 -15.6894 18.6690 -0.09 -0.05 0.10
H 2.3391 -14.7416 17.1968 0.13 -0.12 -0.01
H 0.1509 -13.9744 18.2337 0.09 0.22 -0.05
H 1.5441 -13.4520 19.2838 0.21 0.40 -0.88
H 1.2273 -15.3469 20.4758 0.05 -0.05 0.01
C -0.2903 -13.1361 23.7749 -0.72 1.05 -0.02
O -0.8189 -12.3560 24.5735 0.00 -0.58 -0.29
N 0.3515 -14.2649 24.1459 0.03 -0.21 0.38
N -0.3367 -12.9376 22.4247 0.58 -0.24 -0.27
H 0.2129 -14.5571 25.0945 0.36 0.07 0.04
H 1.0042 -14.7416 23.5461 0.06 -0.30 -0.05
H -0.9214 -12.2402 22.0117 0.03 0.26 0.29
H 0.1755 -13.5458 21.8044 -0.29 -0.16 -0.17
C 4.3065 -12.4056 19.9125 -0.57 2.27 0.02
O 4.3591 -11.2828 19.3803 0.11 -1.02 0.29
N 4.6966 -13.5325 19.2881 0.33 -0.68 -0.38
N 3.8415 -12.6084 21.1716 -0.08 -0.81 0.28
H 4.8807 -13.4682 18.3048 0.07 -0.08 0.06
H 4.6750 -14.4218 19.7643 -0.07 -0.01 -0.13
H 3.5476 -13.5527 21.3957 0.11 -0.02 0.35
H 3.4432 -11.8878 21.7413 0.07 0.39 -0.38

***

Entry 7:
19
Properties=species:S:1:pos:R:3:forces:R:3 method="wB97M-V/def2-TZVPD" total_charge=+1 e_tot_ha=-215.26263 de_lowest_kcal_mol=29.03
C -2.5713 -0.2758 1.0469 -0.48 -0.52 -0.07
N -1.8370 0.1953 -0.2081 1.55 -1.89 0.33
H -2.1439 0.2520 1.9167 -0.19 -0.47 -0.50
H -3.6244 -0.0465 0.9261 -0.01 0.47 0.07
H -2.5701 -1.3904 1.1524 0.64 1.05 -0.21
H -0.9727 -0.4008 -0.3367 -0.85 0.44 0.08
H -1.4081 1.1057 -0.0632 -0.52 0.50 -0.31
H -2.3436 0.0955 -1.1017 -0.04 0.46 0.59
C 1.8066 0.2725 0.8852 0.63 -1.65 3.56
C 1.6989 0.6234 -0.5342 -0.27 3.01 0.25
C 1.2920 -0.5317 -1.3419 1.10 -1.83 -3.91
H 2.6383 -0.5175 1.0939 -1.14 1.57 -0.39
H 0.9044 -0.3116 1.1754 0.16 0.38 0.22
H 1.9073 1.1329 1.6417 0.04 -1.23 -1.34
H 2.6740 1.0404 -0.7699 -0.06 0.10 -0.81
H 0.9679 1.5245 -0.5866 0.93 -1.32 -0.35
H 0.7713 -0.3158 -2.3132 0.36 0.28 0.81
H 2.1436 -1.2261 -1.7451 -1.14 1.39 1.10
H 0.6667 -1.2264 -0.8376 -0.73 -0.75 0.89

***

Entry 8:
19
Properties=species:S:1:pos:R:3:forces:R:3 method="wB97M-V/def2-TZVPD" total_charge=+1 e_tot_ha=-215.28257 de_lowest_kcal_mol=16.52
C 1.1190 0.3474 -1.3245 -0.37 -1.47 0.66
C 2.1749 -0.4633 -0.5939 1.34 1.09 -0.60
N 1.4702 1.7920 -1.4140 0.70 -0.27 -1.19
H 0.9918 -0.0546 -2.3235 -0.14 0.32 -0.22
H 0.1784 0.2959 -0.7846 -0.23 0.07 -0.18
H 2.0762 -1.5419 -0.6402 -0.67 0.02 0.18
H 2.3209 -0.0903 0.4157 -0.14 -0.33 0.27
H 2.4052 1.9264 -1.8056 0.17 -0.12 0.09
H 0.8512 2.2550 -2.0645 -0.49 0.35 -0.13
H 1.4461 2.2738 -0.5390 -0.14 0.35 0.97
H 3.1307 -0.2928 -1.1156 -0.05 -0.01 0.15
C -2.2306 -0.2015 1.4094 -0.47 -1.36 -0.02
C -2.5855 -1.6104 1.9724 0.44 0.72 -0.98
H -1.2416 -0.1352 0.9520 0.27 0.04 0.53
H -2.9078 0.0358 0.6023 -0.45 0.36 -0.05
H -2.3935 0.4329 2.2750 0.40 0.69 -0.37
H -3.6131 -1.5094 2.3096 0.14 -0.33 0.68
H -1.8337 -1.8479 2.7204 -0.49 -0.23 0.45
H -2.5956 -2.4194 1.2438 0.18 0.11 -0.23

***

| no. | maximum force (eV Å⁻¹) |
| --- | --- |
| 1 | 2.40 |
| 2 | 3.50 |
| 3 | 6.24 |
| 4 | 4.36 |
| 5 | 1.49 |
| 6 | 2.34 |
| 7 | 4.46 |
| 8 | 1.82 |